Record 1
# C47H46N6O5S5Sb2Sr

A molecular structure, C47H46N6O5S5Sb2Sr at a distorted geometry (ωB97M-V with the def2-TZVPD basis set, the OMol25 dataset).

Atoms and positions in Å:
Sr -0.12078 1.13484 1.76522
S -5.98334 -2.26136 4.18797
C -5.44687 -3.87431 4.63553
C -4.19682 -4.13027 4.17686
C -3.65609 -3.06199 3.33373
C -4.55484 -1.99052 3.23511
C -4.37436 -0.83504 2.39817
C -3.02963 -0.53699 2.20541
N -2.62141 0.49964 1.51144
C -3.54924 1.19719 0.84571
C -4.90931 1.03460 0.95900
C -5.82840 1.91086 0.25251
C -5.36810 2.87571 -0.58294
C -3.90837 3.01520 -0.72529
C -3.33999 4.05646 -1.47889
C -1.97386 4.24862 -1.51875
C -1.19414 3.24062 -0.89639
N -1.68564 2.26632 -0.22982
C -3.03921 2.21562 -0.03775
C -1.34545 5.51689 -1.99068
C -0.44750 5.66455 -3.00168
C 0.14671 6.94390 -3.00656
C -0.39893 7.79950 -2.07373
S -1.49819 6.92466 -1.03142
C -5.31255 -0.05026 1.73651
H -6.04369 -4.49134 5.22943
H -3.76416 -5.12520 4.28854
H -2.61218 -3.06548 3.00012
H -2.25084 -1.11665 2.69568
H -6.92482 1.75151 0.29851
H -6.05894 3.46326 -1.19326
H -3.98417 4.69413 -2.01684
H -0.12708 3.40619 -1.01038
H -0.20374 4.81220 -3.60793
H 0.76466 7.25661 -3.84056
H -0.06234 8.83089 -1.88159
H -6.36269 -0.23538 1.97491
C -2.61711 -1.58148 -1.21578
Sb -0.98636 -0.52495 -2.06752
C -2.10367 0.85611 -3.25088
C -0.89618 -2.07090 -3.60061
C 0.32766 -2.09881 -4.41986
C 0.76288 -0.98180 -5.13993
C 1.82393 -0.96714 -6.04309
C 2.48834 -2.17438 -6.31811
C 2.13129 -3.28448 -5.58126
C 1.02018 -3.31352 -4.68630
C 0.60256 -4.57240 -4.10487
Sb 1.66622 -4.95450 -2.15193
C 0.93956 -6.95466 -2.26949
C 0.08722 -4.06514 -1.05887
H -3.08203 -2.20869 -2.00486
H -3.38641 -0.90084 -0.82142
H -2.22345 -2.19391 -0.44657
H -2.71663 0.29001 -3.93688
H -1.48316 1.53604 -3.93273
H -2.71487 1.48023 -2.64083
H -1.84977 -1.82725 -4.12239
H -0.93097 -3.10390 -3.15391
H 0.24324 -0.01213 -4.95491
H 1.98140 -0.07424 -6.61035
H 3.27484 -2.12695 -7.07193
H 2.61452 -4.27894 -5.75574
H 1.01622 -5.40641 -4.62901
H -0.45738 -4.68586 -3.85238
H 1.30174 -7.38374 -3.22962
H -0.15985 -6.89367 -2.16112
H 1.39004 -7.58537 -1.47738
H -0.92613 -4.20546 -1.48146
H 0.31614 -2.98394 -1.16326
H 0.06031 -4.23604 0.01861
N 5.08568 0.97978 6.21594
C 3.76046 0.46516 6.04774
C 2.83909 1.36516 5.51691
C 1.63737 0.91366 5.09283
C 1.27716 -0.41332 5.14700
C 2.14755 -1.32356 5.71456
C 3.36885 -0.87464 6.20884
S 0.04036 -0.91336 3.98581
O -0.44650 -2.26166 4.36020
O -0.91405 0.19530 3.90902
N 0.67817 -0.96826 2.50837
C 1.54644 -1.87218 1.98217
S 2.09348 -3.44646 2.67574
C 3.11998 -3.62461 1.31962
C 3.02091 -2.55484 0.50350
N 2.13932 -1.62834 0.83734
H 5.34218 1.81871 5.72739
H 5.83721 0.40302 6.57458
H 3.18446 2.37043 5.41961
H 0.98547 1.54137 4.47849
H 1.89764 -2.41199 5.85641
H 4.04787 -1.59529 6.63201
H 3.70855 -4.47328 1.19344
H 3.60295 -2.38764 -0.44775
N 4.67698 1.74829 -2.57389
C 4.22948 2.39538 -1.39074
C 4.35690 1.74501 -0.15128
C 3.84587 2.27228 1.02603
C 2.98014 3.35192 0.94745
C 2.79306 3.99905 -0.26580
C 3.49888 3.57628 -1.40333
S 1.91889 3.95222 2.26509
O 2.33878 3.35478 3.49454
O 0.59324 3.31546 1.88977
O 1.91575 5.41954 2.20376
H 5.53105 1.26510 -2.49798
H 4.68245 2.24624 -3.41582
H 4.88304 0.86026 -0.08959
H 4.02056 1.71510 1.97241
H 2.11831 4.84263 -0.41188
H 3.36803 4.14119 -2.32779

For the gap between HOMO and LUMO, the calculation gives 6.8 eV. Its energy above the lowest of the compared OMol25 structures with the same formula, charge and spin is 0.00 kcal per mole. Its electronic energy is -5025.524320 a.u. Its charge is 0. Its HOMO energy is -0.2800 Ha. Its largest force on an atom is 0.0683 hartree/bohr.

Results of the Mulliken charge analysis, in e, for atoms 1 through 4:
1. Sr 2.460
2. S -0.156
3. C -0.351
4. C -0.920

---

Record 2
# C47H47BBiN6O4S5Sb

A molecular structure, C47H47BBiN6O4S5Sb (ωB97M-V with the def2-TZVPD basis set, the OMol25 dataset).

Atoms and positions in Å:
Bi -0.30401 -0.49855 2.23971
S 3.03851 -0.56445 5.40033
Sb 0.85934 -0.46648 6.15675
S -1.74414 -1.93458 3.72529
S -0.10737 -2.54223 4.85537
S -0.00009 1.38036 4.89601
C 2.18048 -7.88006 -1.86065
C 1.56193 -6.72307 -1.12639
C 1.54093 -5.49066 -1.63956
C 0.99110 -4.28300 -0.91264
C -0.18720 -3.68720 -1.71330
C 0.54094 -4.62794 0.51696
C 0.27062 -3.60190 1.36892
O 0.39969 -2.34842 1.01765
C 0.50066 -6.00072 0.97089
C -0.06046 -6.31544 2.33314
C 0.99283 -6.99288 0.19860
H 2.48521 -7.59484 -2.87020
H 1.48146 -8.72095 -1.92909
H 3.06591 -8.23714 -1.32358
H 1.94880 -5.31106 -2.63765
H -0.97400 -4.43842 -1.83371
H 0.13606 -3.35097 -2.70729
H -0.59439 -2.82343 -1.18025
H -0.10847 -3.81108 2.36844
H 0.48885 -5.78607 3.11772
H 0.00024 -7.38777 2.53011
H -1.10562 -6.00081 2.40816
H 0.99561 -8.01766 0.56583
C -4.07908 -1.55133 -8.48147
C -3.67620 -1.46136 -7.02450
O -2.71278 -2.01153 -6.57317
S -4.79556 -0.43188 -6.07185
C -4.05282 -0.43768 -4.46236
C -4.07444 -1.58687 -3.67921
C -3.46776 -1.58554 -2.43306
C -2.83672 -0.43481 -1.94580
C -2.83773 0.71751 -2.73968
C -3.43828 0.71725 -3.99005
C -2.18036 -0.43582 -0.66851
C -1.60479 -0.42949 0.40181
H -3.97409 -2.58224 -8.81852
H -3.39396 -0.92991 -9.06269
H -5.10024 -1.20276 -8.64180
H -4.55495 -2.48271 -4.05227
H -3.46862 -2.47852 -1.82118
H -2.35007 1.60977 -2.36661
H -3.42850 1.60809 -4.60598
C 4.88728 -1.92952 0.96012
C 4.29900 -2.54974 -0.29618
C 5.34604 -3.41141 -0.99860
O 3.22867 -3.43408 0.06849
B 2.17978 -3.24838 -0.81288
O 2.45246 -2.25007 -1.73243
C 3.60751 -1.52674 -1.26178
C 4.44387 -1.10803 -2.45454
C 3.09844 -0.29761 -0.52990
H 5.47237 -2.67887 1.49796
H 4.10654 -1.58218 1.64072
H 5.54235 -1.08634 0.71344
H 5.61726 -4.22629 -0.32435
H 6.24518 -2.83730 -1.24021
H 4.93550 -3.85209 -1.91076
H 4.67162 -1.95607 -3.10111
H 5.37964 -0.64925 -2.11913
H 3.88850 -0.36895 -3.03897
H 2.52319 -0.60417 0.34144
H 2.43017 0.26147 -1.19168
H 3.91039 0.35843 -0.20879
N -3.54039 9.36451 5.86693
C -3.47237 8.26902 5.52863
C -3.39619 6.89401 5.09093
C -2.16409 6.26870 4.92637
C -2.09292 4.96501 4.47822
C -3.26038 4.27041 4.16978
C -4.49526 4.88155 4.35875
C -4.56097 6.18407 4.81770
N -3.16706 2.97088 3.66526
C -4.14842 1.97559 3.63684
C -3.57818 0.92443 3.00094
N -2.29104 1.25227 2.61200
C -2.08053 2.46266 3.02008
H -1.25716 6.81060 5.16545
H -1.13345 4.46592 4.39543
H -5.40573 4.34729 4.12664
H -5.52188 6.66232 4.95840
H -5.10038 2.07580 4.12875
H -3.99078 -0.05406 2.80619
H -1.16541 3.01700 2.86594
C 2.37928 3.48221 3.35076
C 2.06722 2.21022 2.85176
N 1.36539 2.04980 1.72100
C 0.94035 3.12878 1.06818
C 1.21233 4.43746 1.46516
C 1.93458 4.58295 2.66724
C 0.74493 5.64108 0.78435
C 0.40129 5.93691 -0.48035
C 0.52301 5.18419 -1.73394
C 0.22256 5.83170 -2.93597
C 0.42150 5.14255 -4.11143
N 0.87654 3.88808 -4.14884
C 1.11258 3.34748 -2.95411
N 0.95970 3.92318 -1.76283
H 2.91053 3.56165 4.29025
H 2.48063 1.31994 3.32105
H 0.33438 2.94346 0.18935
H 2.14156 5.58379 3.03630
H 0.67011 6.49363 1.45732
H 0.05826 6.95449 -0.63495
H -0.14629 6.84915 -2.93907
H 0.21347 5.60330 -5.07211
H 1.46650 2.32044 -2.94784

For the gap between HOMO and LUMO, the calculation gives 4.5 eV. Its energy above the lowest of the compared OMol25 structures with the same formula, charge and spin is 22.09 kcal per mole. Its electronic energy is -4919.521104 a.u. Its charge is -2. Its HOMO energy is -0.0534 Ha. Its largest force on an atom is 0.0138 hartree/bohr.

Results of the Mulliken charge analysis, in e, for atoms 1 through 4:
1. Bi 1.477
2. S -0.766
3. Sb 0.174
4. S -0.443

---

Number 1: LUMO -0.810 eV. Number 2: LUMO 3.029 eV.